[1]
ORCA calculation (ωB97M-V/def2-TZVPD) on C17H40Li2N4O21 as an isolated structure.

Element x y z (Å)
Li 4.033 3.145 2.397
Li 3.278 -3.534 3.499
C -1.021 -1.013 -0.200
C -1.515 -0.085 -1.030
C -0.973 1.322 -0.950
O -1.188 2.241 -1.870
C -0.046 1.727 0.008
C 0.407 0.781 1.109
C -0.084 -0.776 0.907
O 0.296 -1.534 1.747
O 0.998 1.081 2.122
O -2.439 -0.470 -1.886
H -1.487 -1.987 -0.200
H 0.232 2.770 -0.011
C 9.000 0.471 1.603
C 10.267 0.351 2.062
C 10.468 -0.205 3.492
O 11.616 -0.280 4.094
C 9.383 -0.604 4.296
C 8.088 -0.626 3.692
C 7.883 0.185 2.358
O 6.736 0.530 2.084
O 7.075 -1.140 4.178
O 11.143 0.513 1.173
H 8.794 0.830 0.605
H 9.517 -0.803 5.349
O 0.163 4.481 -6.307
H -0.151 5.241 -6.797
H -0.442 4.405 -5.569
O 4.502 5.410 0.257
H 5.378 5.790 0.197
H 4.176 5.412 -0.643
O -0.615 7.087 -1.507
H -1.480 7.324 -1.840
H -0.469 6.198 -1.828
O -6.388 -3.089 0.120
H -6.048 -3.845 -0.358
H -5.963 -2.335 -0.290
O -4.083 -1.901 -7.022
H -4.132 -1.707 -6.086
H -3.576 -1.178 -7.391
O 3.085 4.510 -3.255
H 3.437 4.298 -4.119
H 2.309 3.956 -3.170
O 5.009 4.264 5.114
H 4.143 4.282 5.521
H 5.620 4.249 5.851
O 4.194 -4.670 0.963
H 3.884 -4.236 0.168
H 5.147 -4.591 0.923
O -0.246 -3.495 -4.294
H -0.998 -2.955 -4.051
H 0.309 -3.497 -3.514
O 0.705 -0.684 6.331
H 0.513 -1.575 6.039
H 1.103 -0.262 5.571
C -3.728 -3.515 5.461
O -2.888 -4.253 5.950
N -3.609 -3.012 4.311
N -4.819 -3.050 5.910
H -4.332 -2.369 4.022
H -2.733 -3.158 3.830
H -5.146 -3.421 6.791
H -5.356 -2.394 5.362
C -1.342 -7.216 0.925
O -0.877 -7.147 2.058
N -0.580 -7.282 -0.176
N -2.566 -7.013 0.626
H 0.423 -7.167 -0.130
H -0.958 -7.546 -1.074
H -2.738 -6.879 -0.360
H -3.194 -6.637 1.321
C -8.286 4.037 -4.299
C -7.082 3.077 -4.166
C -6.351 3.284 -5.425
O -6.177 3.683 -3.254
H -9.100 3.589 -4.869
H -8.129 4.990 -4.803
H -8.789 4.204 -3.346
H -7.284 2.088 -3.756
H -6.308 4.347 -5.664
H -6.970 2.745 -6.143
H -5.310 2.966 -5.367
H -5.316 3.275 -3.375

Results
HOMO-LUMO gap: 2.31 eV
E_LUMO: 1.33 eV
charge: -2

[2]
ORCA calculation (ωB97M-V/def2-TZVPD) on C17H40NOP3Pt as an isolated structure.

Element x y z (Å)
Pt 0.417 0.156 0.407
P -1.897 -1.073 0.617
P 1.402 -0.410 2.548
P 1.575 -1.487 -0.662
H -0.432 4.985 -2.117
C -0.639 4.351 -2.982
C -1.818 3.753 -3.160
H -2.661 3.861 -2.477
C -3.326 -0.238 1.402
C -1.517 -2.388 1.796
C -2.507 -1.980 -0.826
C 2.858 0.674 2.756
C 0.392 0.025 4.035
C 2.047 -2.044 3.080
C 1.124 -1.807 -2.397
C 1.707 -3.233 -0.067
C 3.305 -0.887 -0.755
H 0.139 4.316 -3.756
H -2.049 3.234 -4.096
H -3.543 0.688 0.846
H -3.068 -0.012 2.447
H -4.166 -0.941 1.337
H -1.297 -1.996 2.792
H -0.690 -3.027 1.479
H -2.419 -3.012 1.860
H -2.700 -1.305 -1.670
H -3.444 -2.455 -0.498
H -1.789 -2.755 -1.130
H 3.538 0.144 3.438
H 2.523 1.612 3.220
H 3.351 0.861 1.791
H 0.794 -0.583 4.861
H -0.681 -0.202 3.915
H 0.543 1.088 4.279
H 3.035 -1.861 3.524
H 2.140 -2.756 2.257
H 1.375 -2.452 3.848
H 1.618 -2.729 -2.729
H 1.444 -0.968 -3.023
H 0.038 -1.931 -2.478
H 1.838 -3.884 -0.946
H 0.798 -3.562 0.456
H 2.586 -3.370 0.578
H 3.828 -1.428 -1.556
H 3.829 -1.051 0.197
H 3.309 0.187 -0.989
C -1.785 1.811 -1.502
C -0.442 2.268 -1.079
C 0.675 2.073 -1.912
C 0.557 1.320 -3.069
C -0.689 0.769 -3.457
C -1.831 1.015 -2.716
O -2.824 2.111 -0.843
H -1.565 0.284 0.079
H -0.464 3.186 -0.478
H 1.619 2.582 -1.652
H 1.431 1.171 -3.718
H -0.768 0.153 -4.358
H -2.823 0.718 -3.062
N -0.413 1.876 1.448
H -1.285 2.260 1.035
H 0.272 2.623 1.390
H -0.578 1.676 2.440

Results
relative energy (zero: lowest compared OMol25 entry of this formula, charge and spin): 0.00 kJ/mol
HOMO-LUMO gap (spin up / spin down): 6.55 / 5.89 eV
E_LUMO (spin up / spin down): -12.86 / -16.50 eV
spin multiplicity: 5
charge: +4

[3]
ORCA calculation (ωB97M-V/def2-TZVPD) on C17H40NP3SeSn as an isolated structure.

Element x y z (Å)
Sn -0.001 0.351 -0.011
P 0.795 -2.333 0.196
P 0.919 0.705 2.469
P -0.308 -0.064 -2.638
H 2.483 9.086 -0.942
C 1.729 9.044 -1.727
C 0.490 9.484 -1.511
H 0.186 9.903 -0.545
C 2.572 -2.659 -0.075
C 0.523 -3.104 1.829
C 0.024 -3.541 -0.942
C 0.812 2.511 2.704
C 0.023 -0.001 3.871
C 2.665 0.315 2.772
C -0.651 1.607 -3.293
C -1.689 -1.084 -3.205
C 1.133 -0.631 -3.586
H 2.083 8.845 -2.741
H -0.217 9.650 -2.333
H 2.784 -3.720 0.122
H 3.181 -2.037 0.594
H 2.844 -2.423 -1.114
H 0.791 -4.170 1.778
H -0.536 -3.026 2.118
H 1.141 -2.623 2.604
H 0.427 -4.548 -0.736
H 0.237 -3.287 -1.993
H -1.067 -3.563 -0.795
H 0.885 2.733 3.776
H -0.152 2.869 2.325
H 1.615 3.024 2.158
H 0.688 -0.030 4.754
H -0.311 -1.028 3.653
H -0.858 0.619 4.104
H 2.900 0.599 3.808
H 3.306 0.876 2.078
H 2.859 -0.757 2.636
H -0.969 1.522 -4.338
H 0.245 2.243 -3.225
H -1.451 2.071 -2.703
H -1.708 -1.079 -4.312
H -2.640 -0.677 -2.833
H -1.589 -2.122 -2.857
H 0.835 -0.757 -4.636
H 1.504 -1.588 -3.201
H 1.946 0.106 -3.520
C 2.471 2.939 -1.156
C 1.380 3.746 -0.792
C 1.409 5.108 -1.044
C 2.508 5.686 -1.682
C 3.588 4.892 -2.069
C 3.581 3.521 -1.814
Se 2.556 1.074 -0.780
H -0.905 1.901 -0.051
H 0.514 3.287 -0.312
H 0.559 5.728 -0.740
H 2.516 6.756 -1.868
H 4.450 5.317 -2.573
H 4.425 2.885 -2.111
N -2.255 -0.854 0.703
H -2.268 -1.160 1.678
H -2.560 -1.631 0.107
H -2.927 -0.092 0.600

Results
relative energy (zero: lowest compared OMol25 entry of this formula, charge and spin): 47.54 kJ/mol
HOMO-LUMO gap (spin up / spin down): 5.60 / 3.97 eV
E_LUMO (spin up / spin down): -13.96 / -15.61 eV
charge: +4

[4]
ORCA calculation (ωB97M-V/def2-TZVPD) on a 3-piece molecular cluster, C17H41B3O6 overall.

Element x y z (Å)
C -2.663 5.878 0.557
C -1.886 4.935 -0.365
C -2.798 4.137 -1.297
C -2.063 2.982 -2.017
B -1.883 1.771 -1.048
O -2.796 0.717 -1.044
B -3.022 0.082 0.160
O -2.309 0.525 1.256
B -0.986 0.793 0.900
C 0.195 0.017 1.556
C 1.611 0.416 1.098
C 2.478 0.960 2.229
C 3.858 1.455 1.784
C 4.643 0.430 0.975
O 4.224 0.499 -0.374
C 4.956 -0.306 -1.285
C 5.188 -1.752 -0.843
O -0.836 1.702 -0.137
H -3.617 5.441 0.858
H -2.092 6.105 1.458
H -2.873 6.828 0.064
H -1.211 5.527 -0.988
H -1.279 4.250 0.230
H -3.198 4.814 -2.057
H -3.665 3.761 -0.743
H -1.087 3.346 -2.352
H -2.651 2.660 -2.878
H -3.759 -0.842 0.218
H 0.006 -1.039 1.319
H 0.098 0.081 2.646
H 2.103 -0.452 0.657
H 1.557 1.156 0.298
H 2.581 0.195 3.007
H 1.945 1.796 2.695
H 3.749 2.359 1.180
H 4.438 1.711 2.673
H 5.724 0.621 1.043
H 4.446 -0.566 1.391
H 5.905 0.188 -1.538
H 4.352 -0.312 -2.193
H 6.186 -1.890 -0.426
H 4.419 -2.087 -0.150
H 5.111 -2.395 -1.719
C 0.167 -2.578 -2.942
C 1.246 -1.841 -2.166
C 1.351 -0.384 -2.585
O 2.509 -2.497 -2.302
H 0.402 -2.569 -4.011
H 0.104 -3.616 -2.619
H -0.808 -2.109 -2.804
H 1.022 -1.895 -1.097
H 1.616 -0.317 -3.645
H 2.119 0.131 -2.006
H 0.402 0.134 -2.440
H 2.750 -2.475 -3.236
C -4.063 -5.166 2.160
C -3.413 -3.860 1.732
C -3.632 -2.757 2.755
O -3.894 -3.460 0.448
H -5.144 -5.032 2.260
H -3.888 -5.943 1.416
H -3.673 -5.507 3.119
H -2.341 -4.019 1.593
H -4.701 -2.553 2.869
H -3.148 -1.833 2.440
H -3.236 -3.041 3.731
H -4.843 -3.310 0.529

Results
SMILES string: CCCCB1OBOB(CCCCCOCC)O1.CC(C)O.CC(C)O
HOMO-LUMO gap: 10.17 eV
E_LUMO: 0.68 eV
charge: 0

[5]
ORCA calculation (ωB97M-V/def2-TZVPD) on C17H41ClInN2O4 as an isolated structure.

Element x y z (Å)
C 2.967 -0.128 -6.745
C 2.026 -1.050 -6.341
C 2.049 -1.857 -5.070
In 3.810 -1.540 -3.723
Cl 5.274 -3.558 -3.959
C 3.179 -1.505 -1.558
C 3.227 -2.934 -0.931
H 3.060 0.830 -6.243
H 3.612 -0.319 -7.603
H 1.167 -1.223 -7.008
H 2.055 -2.906 -5.375
H 1.123 -1.691 -4.493
H 4.792 -0.100 -4.070
H 2.173 -1.094 -1.459
H 3.904 -0.911 -1.001
H 3.546 -3.697 -1.645
H 3.914 -2.975 -0.081
H 2.256 -3.246 -0.545
C -0.451 -0.813 5.746
O -1.046 -2.040 5.373
C -2.317 -1.897 4.748
C -2.252 -2.295 3.287
N -1.482 -1.330 2.514
C -1.165 -1.780 1.155
C -0.259 -3.000 1.013
O 1.069 -2.785 1.444
C 1.298 -2.977 2.824
H 0.440 -1.042 6.329
H -0.148 -0.231 4.869
H -1.129 -0.217 6.364
H -2.710 -0.882 4.863
H -3.000 -2.579 5.264
H -3.268 -2.348 2.884
H -1.811 -3.300 3.239
H -0.613 -1.138 2.994
H -0.670 -0.948 0.651
H -2.100 -1.963 0.616
H -0.187 -3.220 -0.056
H -0.679 -3.899 1.481
H 0.645 -3.745 3.250
H 1.182 -2.040 3.379
H 2.333 -3.298 2.944
C -3.082 4.535 -2.420
O -2.228 5.089 -1.438
C -2.777 5.083 -0.126
C -2.022 4.124 0.773
N -2.270 2.739 0.394
C -1.390 1.769 1.049
C 0.103 1.843 0.740
O 0.434 1.504 -0.590
C 0.356 2.557 -1.531
H -2.626 4.713 -3.393
H -3.200 3.455 -2.288
H -4.066 5.014 -2.403
H -3.847 4.854 -0.138
H -2.658 6.096 0.270
H -2.345 4.274 1.808
H -0.956 4.380 0.706
H -2.154 2.649 -0.607
H -1.737 0.782 0.751
H -1.535 1.838 2.132
H 0.596 1.090 1.364
H 0.547 2.806 1.021
H 0.594 3.527 -1.085
H -0.632 2.595 -2.001
H 1.083 2.350 -2.317

Results
relative energy (zero: lowest compared OMol25 entry of this formula, charge and spin): 0.00 kJ/mol
HOMO-LUMO gap: 6.30 eV
E_LUMO: 2.28 eV
charge: -1

[6]
ORCA calculation (ωB97M-V/def2-TZVPD) on a 6-piece molecular cluster, C17H43IN11O6 overall.

Element x y z (Å)
C 2.163 -1.264 0.786
C 1.728 -1.331 -0.667
I 3.323 -0.391 -1.813
C 0.421 -0.641 -1.019
C -0.770 -1.137 -0.189
C -1.829 -0.060 0.005
C -2.949 -0.491 0.956
C -4.114 0.499 0.842
C -2.454 -0.493 2.407
N -3.462 -1.852 0.563
O -4.390 -2.296 1.320
C -2.569 -2.929 0.023
C -1.955 -3.714 1.190
C -3.430 -3.870 -0.837
C -1.487 -2.305 -0.860
H 1.453 -1.777 1.441
H 3.128 -1.745 0.921
H 2.249 -0.229 1.124
H 1.743 -2.361 -1.026
H 0.202 -0.838 -2.073
H 0.542 0.440 -0.913
H -0.427 -1.468 0.795
H -1.422 0.887 0.371
H -2.275 0.138 -0.978
H -5.066 -0.031 0.887
H -4.074 1.225 1.650
H -4.079 1.031 -0.111
H -3.240 -0.862 3.067
H -1.555 -1.090 2.557
H -2.221 0.539 2.677
H -2.709 -4.342 1.660
H -1.165 -4.361 0.798
H -1.515 -3.072 1.950
H -4.401 -3.415 -1.030
H -2.952 -4.067 -1.798
H -3.613 -4.820 -0.337
H -0.804 -3.101 -1.172
H -1.970 -1.914 -1.764
C -2.757 4.104 1.499
O -2.284 3.006 1.752
N -2.211 4.948 0.584
N -3.888 4.559 2.125
H -2.594 5.837 0.325
H -1.396 4.636 0.090
H -4.313 3.955 2.802
H -4.299 5.453 1.938
C 7.951 -1.701 -0.300
O 9.148 -1.936 -0.281
N 7.242 -1.639 -1.474
N 7.225 -1.486 0.836
H 6.262 -1.420 -1.506
H 7.742 -1.821 -2.322
H 7.720 -1.551 1.704
H 6.232 -1.332 0.868
C -2.146 7.760 -2.405
O -1.749 6.687 -1.983
N -1.420 8.504 -3.291
N -3.347 8.303 -2.035
H -1.728 9.384 -3.658
H -0.536 8.132 -3.583
H -3.932 7.764 -1.425
H -3.686 9.178 -2.384
C -0.054 -4.390 -3.723
O -1.143 -4.883 -3.948
N 1.033 -5.138 -3.354
N 0.172 -3.042 -3.804
H 1.939 -4.748 -3.178
H 0.901 -6.129 -3.283
H -0.603 -2.462 -4.067
H 1.062 -2.622 -3.610
C 4.544 -0.160 3.364
O 4.820 -1.016 2.537
N 4.551 1.170 3.062
N 4.202 -0.476 4.647
H 4.323 1.888 3.722
H 4.802 1.428 2.125
H 4.190 -1.448 4.892
H 3.967 0.209 5.339

Results
HOMO-LUMO gap (spin up / spin down): 7.87 / 9.17 eV
E_LUMO (spin up / spin down): 0.17 / 0.17 eV
spin multiplicity: 2
charge: 0

[7]
ORCA calculation (ωB97M-V/def2-TZVPD) on a 4-piece molecular cluster, C17H43N2O7 overall.

Element x y z (Å)
N 1.533 -0.427 1.002
C 0.329 -1.043 0.500
C -0.807 -1.002 1.508
C -2.039 -1.760 0.970
N -3.090 -0.803 0.468
C -2.452 0.413 -0.136
C -1.822 1.158 1.027
O -1.124 0.317 1.932
H 2.076 0.002 0.265
H 1.364 0.232 1.749
H 0.513 -2.109 0.304
H -0.002 -0.625 -0.457
H -0.482 -1.509 2.417
H -2.508 -2.394 1.719
H -1.749 -2.378 0.121
H -3.696 -1.279 -0.199
H -3.674 -0.496 1.249
H -1.765 0.064 -0.904
H -3.221 1.030 -0.595
H -2.628 1.629 1.601
H -1.177 1.958 0.658
C 4.360 -1.535 -0.042
O 3.682 -0.840 -1.084
C 4.508 0.087 -1.778
C 5.031 -0.476 -3.082
O 5.883 -1.584 -2.876
C 5.265 -2.838 -3.100
H 3.734 -2.378 0.241
H 5.333 -1.895 -0.379
H 4.486 -0.889 0.832
H 5.345 0.393 -1.144
H 3.905 0.976 -1.994
H 5.610 0.302 -3.588
H 4.194 -0.750 -3.734
H 5.101 -3.008 -4.169
H 4.308 -2.915 -2.576
H 5.941 -3.602 -2.723
C -1.390 -2.506 -5.538
O -0.324 -1.576 -5.566
C -0.615 -0.338 -4.951
C 0.014 -0.227 -3.579
O -0.512 -1.177 -2.655
C 0.292 -2.347 -2.541
H -0.990 -3.464 -5.861
H -1.807 -2.612 -4.532
H -2.189 -2.208 -6.224
H -1.698 -0.184 -4.885
H -0.203 0.455 -5.582
H -0.183 0.771 -3.176
H 1.099 -0.350 -3.658
H 1.215 -2.130 -1.993
H 0.541 -2.767 -3.516
H -0.292 -3.081 -1.984
C -3.882 3.866 3.665
O -3.683 2.596 4.262
C -2.321 2.211 4.345
C -1.688 2.529 5.683
O -1.626 3.919 5.923
C -2.623 4.397 6.812
H -4.921 4.143 3.831
H -3.231 4.625 4.102
H -3.698 3.826 2.583
H -1.744 2.698 3.549
H -2.276 1.130 4.183
H -0.664 2.144 5.679
H -2.236 2.020 6.483
H -2.405 4.092 7.841
H -3.617 4.035 6.537
H -2.607 5.483 6.758

Results
HOMO-LUMO gap: 8.12 eV
E_LUMO: -3.15 eV
charge: +1